(1)
Below is a structure of composition C14H18CuINO4 in a non-equilibrium geometry, with properties calculated with ωB97M-V/def2-TZVPD.

Net charge: +2
E_HOMO (spin up / spin down), eV: -15.881 / -15.880
Total energy, eV: -77208.0129
Max |F|, Eh/bohr: 0.06320
LUMO (spin up / spin down), eV: -8.9 / -10.6
Spin multiplicity: 2

CARTESIAN COORDINATES (ANGSTROEM)
1 C 3.67419 -0.76237 -0.31959
2 C 4.19500 0.36803 -1.28108
3 C 3.21863 1.59715 -1.48113
4 O 2.03172 1.34671 -2.29753
5 C 1.00947 0.78924 -1.62565
6 C 0.52410 1.13778 -0.22806
7 C -0.63290 0.45879 0.36925
8 C -1.01935 0.87483 1.81313
9 I -0.88561 -0.87632 3.09290
10 C -2.40110 1.65178 1.91247
11 C -2.74804 1.79207 3.46089
12 C -1.31523 -0.58457 -0.46553
13 C -2.54594 -1.35526 0.06104
14 C -2.15402 -2.81277 0.52078
15 O -1.02490 -3.20629 0.54349
16 N -0.87864 -0.88146 -1.76904
17 C -1.61856 -1.92933 -2.50623
18 O -1.15380 -3.01753 -2.53114
19 O -2.77009 -1.71908 -3.12553
20 C 0.20935 -0.27876 -2.37440
21 H 3.24219 -0.35392 0.63448
22 H 2.80525 -1.25638 -0.87957
23 H 4.40159 -1.58677 -0.13101
24 H 4.55877 -0.06655 -2.24844
25 H 5.11884 0.79083 -0.79909
26 H 3.80823 2.37222 -2.03372
27 H 3.00983 2.03647 -0.47864
28 H 1.09429 1.93323 0.30492
29 H -0.23794 1.58772 2.17747
30 H -3.22690 1.15160 1.35832
31 H -2.21443 2.68135 1.51471
32 H -1.77260 1.88426 4.00828
33 H -3.37367 2.69646 3.63699
34 H -3.26235 0.87477 3.83418
35 H -2.94156 -0.83333 0.96337
36 H -3.38072 -1.39645 -0.68892
37 H -3.00357 -3.45846 0.87335
38 H 0.51611 -0.53836 -3.40870
39 Cu 1.14443 -1.11134 -0.40698



(2)
Below is a cluster of 3 separate species, C14H18IN3O3 in total in a non-equilibrium geometry, with properties calculated with ωB97M-V/def2-TZVPD.

E_HOMO, eV: -9.346
Total energy, eV: -33520.6786
Max |F|, Eh/bohr: 0.09627
LUMO, eV: 0.4
Spin multiplicity: 1

CARTESIAN COORDINATES (ANGSTROEM)
1 C -1.68694 1.64243 2.39264
2 C -0.41456 1.88258 1.56051
3 I -0.93274 2.69663 -0.38464
4 C 0.47361 0.67211 1.43727
5 O -0.26536 -0.51444 1.10052
6 C 0.45217 -1.58656 0.76627
7 O -0.08339 -2.50879 0.34346
8 O 1.81124 -1.60042 0.89373
9 N 2.23318 -1.69713 2.26123
10 H -2.60835 1.76003 1.83194
11 H -1.72744 2.32511 3.24027
12 H -1.68338 0.63115 2.80536
13 H 0.17220 2.63964 2.06842
14 H 0.95953 0.53010 2.40904
15 H 1.28159 0.84139 0.72771
16 H 2.51895 -0.75271 2.50171
17 H 1.42833 -1.92792 2.84131
18 C 1.70240 -6.42322 0.14748
19 C 0.94134 -5.51763 0.86826
20 C 0.52537 -5.88214 2.13976
21 N 0.81083 -7.05317 2.70976
22 C 1.54233 -7.90962 1.99842
23 C 2.01234 -7.64586 0.72105
24 H 2.04944 -6.17889 -0.84890
25 H 0.67541 -4.55133 0.45865
26 H -0.07075 -5.20519 2.74331
27 H 1.75749 -8.85480 2.48581
28 H 2.60469 -8.37957 0.19084
29 C -1.21515 7.19979 -4.48057
30 C -0.90653 5.93711 -4.95822
31 C -1.26110 4.83985 -4.18905
32 N -1.88028 4.92955 -3.01205
33 C -2.16717 6.15297 -2.56897
34 C -1.86011 7.31438 -3.26032
35 H -0.95637 8.08282 -5.05148
36 H -0.40254 5.80438 -5.90578
37 H -1.04226 3.83174 -4.52435
38 H -2.66882 6.19378 -1.60793
39 H -2.11920 8.28186 -2.85246



(3)
Below is the ion C14H18N with charge +1 in a non-equilibrium geometry, with properties calculated with ωB97M-V/def2-TZVPD.

Net charge: +1
E_HOMO, eV: -12.137
Total energy, eV: -16288.5089
Max |F|, Eh/bohr: 0.12456
LUMO, eV: -3.1
Spin multiplicity: 1

CARTESIAN COORDINATES (ANGSTROEM)
1 C -3.93448 -0.28161 -0.63369
2 C -3.42059 1.00074 -0.76899
3 C -3.13875 -1.29135 -0.12121
4 C -2.18560 1.28149 -0.27348
5 C -1.82398 -1.07756 0.29297
6 C -1.35414 0.24459 0.16918
7 C 0.46180 -1.91655 0.03328
8 C 1.17236 -0.82179 -0.00723
9 C -0.84085 -2.15826 0.69250
10 C 0.86088 1.81078 -0.36263
11 C 2.24811 1.21082 -0.59778
12 C 0.01401 0.87667 0.48158
13 C 0.22953 1.12058 1.91578
14 C 3.40666 -0.87036 -0.53990
15 N 2.15717 -0.23275 -0.92881
16 H -4.96700 -0.60714 -0.96437
17 H -3.98579 1.87233 -1.21857
18 H -3.39485 -2.37097 -0.02440
19 H -1.91356 2.33865 -0.40852
20 H 0.86231 -2.79914 -0.59695
21 H -0.70742 -2.15717 1.73510
22 H -1.13512 -3.09231 0.42524
23 H 0.92540 2.82007 0.14285
24 H 0.60866 2.04509 -1.42649
25 H 2.85459 1.66419 -1.23103
26 H 2.63859 1.30365 0.34893
27 H 1.30950 0.90454 2.32192
28 H -0.41182 0.43514 2.42172
29 H 0.12538 2.09075 2.05032
30 H 3.24944 -1.26827 0.54867
31 H 3.75163 -1.61371 -1.11039
32 H 4.32796 -0.23153 -0.47799
33 H 2.00996 -0.22961 -1.88763



(4)
Below is a structure of composition C14H19AsClN4O4Tc in a non-equilibrium geometry, with properties calculated with ωB97M-V/def2-TZVPD.

Net charge: +3
E_HOMO (spin up / spin down), eV: -18.615 / -18.611
Total energy, eV: -104505.0986
Max |F|, Eh/bohr: 0.02716
LUMO (spin up / spin down), eV: -12.2 / -12.8
Spin multiplicity: 4

CARTESIAN COORDINATES (ANGSTROEM)
1 Tc -0.50227 0.68519 0.18982
2 O 3.04271 -1.31332 4.42747
3 C 3.52370 -1.54197 3.22034
4 O 4.53281 -2.13570 3.00815
5 C 2.74003 -1.01684 2.03017
6 C 3.14231 -1.20530 0.67667
7 Cl 4.44772 -2.03580 0.07045
8 N 2.23611 -0.59378 -0.12266
9 N 1.27727 -0.04783 0.64651
10 C 1.57143 -0.29679 1.93498
11 C 0.53767 0.26086 2.84657
12 O 0.52526 0.25933 4.02456
13 O -0.49446 0.81530 2.08064
14 C 2.11452 -0.32705 -1.52496
15 C 0.82065 -0.19627 -2.05420
16 C 0.64612 0.14889 -3.39219
17 C 1.75751 0.34790 -4.20084
18 C 3.03095 0.21454 -3.66530
19 C 3.21898 -0.11479 -2.32288
20 H 2.22253 -0.79824 4.47856
21 H -0.08832 -0.54952 -1.54179
22 H -0.34919 0.20411 -3.81382
23 H 1.62909 0.58911 -5.24732
24 H 3.89936 0.37601 -4.29061
25 H 4.21791 -0.18128 -1.91773
26 N -1.28130 2.75366 0.03558
27 N 0.09612 2.70730 -0.25150
28 H -1.83500 3.23961 -0.67100
29 H -1.46481 3.14390 0.96241
30 H 0.76154 3.23024 0.32264
31 H 0.34981 2.90961 -1.22034
32 C -4.05824 0.08834 -1.12534
33 As -2.90179 -0.41880 0.33075
34 C -2.79156 -2.34011 0.33559
35 C -3.71134 0.11775 1.99151
36 H -5.00104 -0.43792 -0.96421
37 H -3.63488 -0.22020 -2.07919
38 H -4.24259 1.16068 -1.11741
39 H -3.80723 -2.72722 0.43401
40 H -2.19703 -2.67383 1.18401
41 H -2.36062 -2.69861 -0.59729
42 H -4.69408 -0.35477 2.03445
43 H -3.82893 1.19866 2.03305
44 H -3.09750 -0.22502 2.82169



(5)
Below is a structure of composition C14H19BF4N3O6Zn, with properties calculated with ωB97M-V/def2-TZVPD.

Net charge: -1
E_HOMO, eV: -5.531
Total energy, eV: -91553.7496
Max |F|, Eh/bohr: 0.00873
LUMO, eV: 2.7
Spin multiplicity: 1

CARTESIAN COORDINATES (ANGSTROEM)
1 Zn -0.35417 0.05176 0.74390
2 C 2.79507 -0.93563 0.85413
3 O 1.95429 -0.08498 0.08475
4 C 2.51092 1.19839 -0.09935
5 C 1.58915 1.90546 -1.04273
6 O 0.30516 1.90405 -0.44722
7 C -0.63967 2.63101 -1.21788
8 H 3.74512 -1.08216 0.32849
9 H 2.29214 -1.88900 0.96723
10 H 2.99320 -0.49307 1.83334
11 H 3.51283 1.13731 -0.54230
12 H 2.56743 1.72484 0.85972
13 H 1.54350 1.36974 -1.99742
14 H 1.92967 2.93142 -1.21926
15 H -0.30924 3.66944 -1.31863
16 H -1.58538 2.58960 -0.69171
17 H -0.74752 2.18588 -2.21101
18 O -2.10341 1.39706 1.19992
19 N -3.14149 0.71984 0.94726
20 N -2.95250 -0.17259 0.04683
21 O -1.78448 -0.36400 -0.54808
22 C -3.98455 -1.13057 -0.21158
23 C -5.32276 -0.77944 -0.09826
24 C -6.28993 -1.74039 -0.34465
25 C -5.92228 -3.03149 -0.70461
26 C -4.57802 -3.36073 -0.81405
27 C -3.59639 -2.41141 -0.57040
28 H -5.58842 0.22907 0.18509
29 H -7.33756 -1.47888 -0.25878
30 H -6.68488 -3.77721 -0.89495
31 H -4.28039 -4.36762 -1.07755
32 H -2.54299 -2.65664 -0.62498
33 F 0.16092 -2.06013 0.32904
34 B 0.47259 -3.44178 0.02294
35 F -0.73064 -4.11160 -0.23815
36 F 1.31461 -3.45627 -1.09630
37 F 1.12882 -3.98517 1.14020
38 O 2.09696 1.45207 3.13258
39 C 1.16298 0.74016 3.46367
40 C 0.86537 0.36379 4.91517
41 C -0.40320 -0.47830 4.83677
42 C -0.68372 -0.55246 3.34654
43 O -1.62886 -1.11745 2.82955
44 N 0.25834 0.15158 2.62898
45 H 0.75658 1.27491 5.50157
46 H 1.72591 -0.17935 5.30596
47 H -1.26315 -0.01638 5.32165
48 H -0.30065 -1.48624 5.23583



(6)
Below is a structure of composition C14H19BaBr4N5O5 in a non-equilibrium geometry, with properties calculated with ωB97M-V/def2-TZVPD.

Net charge: -2
E_HOMO, eV: -1.356
Total energy, eV: -313384.0557
Max |F|, Eh/bohr: 0.02442
LUMO, eV: 4.1
Spin multiplicity: 1

CARTESIAN COORDINATES (ANGSTROEM)
1 Ba -0.09956 -0.54741 0.61760
2 N 0.26353 1.87745 2.25818
3 C 0.80616 2.95921 1.43971
4 C 2.13966 2.54047 0.82957
5 N 1.99734 1.43626 -0.11025
6 C 3.27845 0.91724 -0.56812
7 C 3.13194 -0.27907 -1.50182
8 N 2.29296 -1.30760 -0.89308
9 H 0.88712 1.58111 2.99955
10 H -0.65792 2.08409 2.61833
11 H 0.09418 3.15675 0.63490
12 H 0.96061 3.89454 1.99170
13 H 2.61137 3.42354 0.37062
14 H 2.81234 2.19981 1.62494
15 H 1.36389 1.68325 -0.86930
16 H 3.89414 1.68144 -1.07037
17 H 3.82649 0.59971 0.32503
18 H 2.67872 0.04842 -2.44313
19 H 4.14217 -0.63198 -1.74182
20 H 2.43203 -2.23281 -1.28211
21 H 2.45101 -1.37448 0.11688
22 N -0.93772 -2.03252 -1.72155
23 C -1.22320 -3.34486 -1.09174
24 C -0.01135 -3.77511 -0.23243
25 O 0.80263 -4.57161 -0.76920
26 N 0.02383 -3.19734 0.96374
27 C 1.11605 -3.62309 1.85192
28 C 2.00640 -2.50733 2.48549
29 O 2.92635 -2.89152 3.20625
30 O 1.73694 -1.27097 2.19676
31 H -1.72519 -1.68463 -2.25376
32 H -0.13488 -2.10330 -2.33463
33 H -1.40795 -4.14498 -1.81082
34 H -2.10175 -3.21957 -0.45901
35 H 1.80294 -4.31943 1.36585
36 H 0.69940 -4.15982 2.71105
37 Br -5.14814 3.92665 -2.93517
38 C -4.33380 2.76389 -1.67621
39 C -5.07718 2.13708 -0.70276
40 Br -6.95234 2.41174 -0.57645
41 C -4.43295 1.27145 0.21236
42 Br -5.39212 0.38646 1.58862
43 C -3.05507 0.99677 0.18701
44 O -2.46319 0.20996 1.01411
45 C -2.25130 1.67264 -0.86328
46 O -0.98835 1.45723 -0.91734
47 C -2.94100 2.52930 -1.74025
48 Br -1.84367 3.37301 -3.04558



(7)
Below is a cluster of 6 separate species, C14H19Cl6N3O2 in total in a non-equilibrium geometry, with properties calculated with ωB97M-V/def2-TZVPD.

E_HOMO, eV: -9.570
Total energy, eV: -98522.7499
Max |F|, Eh/bohr: 0.02332
LUMO, eV: 0.1
Spin multiplicity: 1

CARTESIAN COORDINATES (ANGSTROEM)
1 C 1.15846 0.89714 -1.67992
2 N 0.24920 0.18477 -0.74356
3 O 0.71574 -0.58336 0.07004
4 O -0.93381 0.43045 -0.84943
5 H 1.15702 1.94044 -1.38335
6 H 0.64697 0.78011 -2.63431
7 H 2.12741 0.41774 -1.71300
8 C 0.47827 4.05764 0.52692
9 C -0.30915 3.75545 1.63294
10 C 0.28324 3.05470 2.66545
11 N 1.57004 2.73150 2.70300
12 C 2.33082 3.04741 1.65923
13 C 1.80691 3.67347 0.53341
14 H 0.00445 4.47151 -0.35561
15 H -1.33840 4.06820 1.74041
16 H -0.30974 2.76684 3.52712
17 H 3.38182 2.78592 1.67348
18 H 2.43912 3.97172 -0.29594
19 C -5.40144 -3.19530 -1.57985
20 C -5.62049 -3.76269 -0.34133
21 C -4.83848 -3.31236 0.72433
22 N -3.89019 -2.39455 0.57262
23 C -3.68620 -1.85942 -0.63827
24 C -4.42295 -2.21770 -1.75135
25 H -5.99950 -3.49883 -2.43049
26 H -6.44485 -4.45468 -0.23762
27 H -4.90380 -3.73930 1.71694
28 H -2.89145 -1.12329 -0.66440
29 H -4.22705 -1.85252 -2.74926
30 Cl 3.47856 -1.26391 1.72981
31 C 3.43569 -2.38391 0.35172
32 Cl 4.74282 -2.06952 -0.78660
33 H 3.54875 -3.39416 0.73633
34 H 2.45273 -2.37035 -0.10860
35 Cl 6.69070 1.55275 -3.72077
36 C 5.66272 0.42125 -2.84532
37 Cl 4.65166 1.24492 -1.65218
38 H 5.08677 -0.12410 -3.58560
39 H 6.28377 -0.28970 -2.31137
40 Cl -0.46966 -0.22501 3.46748
41 C -1.84188 -0.64715 2.41567
42 Cl -2.91023 0.80325 2.27141
43 H -1.45588 -0.92794 1.44678
44 H -2.48847 -1.36746 2.89303



(8)
Below is a cluster of 2 separate species, C14H19ClF9NO4 in total in a non-equilibrium geometry, with properties calculated with ωB97M-V/def2-TZVPD.

E_HOMO, eV: -9.898
Total energy, eV: -61480.1216
Max |F|, Eh/bohr: 0.09612
LUMO, eV: -0.2
Spin multiplicity: 1

CARTESIAN COORDINATES (ANGSTROEM)
1 C -0.81073 0.11440 3.30730
2 C 0.39580 -0.87614 2.94227
3 C 0.22463 -1.68033 1.56672
4 C 0.37981 -0.65355 0.31804
5 O -0.26054 -1.12628 -0.89657
6 C -0.96500 -0.05707 -1.59570
7 C -2.51184 -0.60120 -1.45117
8 C -2.85994 -1.62152 -0.27371
9 N -2.90589 -0.93579 1.08259
10 O -2.80044 -1.42865 -2.64385
11 C -1.56074 -1.56823 -3.38459
12 O -1.14991 -2.59036 -3.93700
13 C -0.93750 -0.09694 -3.19300
14 Cl -2.38240 0.95285 -3.76921
15 C 0.25810 0.45389 -4.08656
16 F 0.52155 -0.51960 -5.11552
17 F -0.19642 1.60547 -4.81998
18 C 1.66085 0.77058 -3.40536
19 F 2.64726 0.50181 -4.42298
20 F 2.02917 -0.05186 -2.32286
21 C 1.92729 2.30479 -2.99556
22 F 2.08942 3.16332 -4.12690
23 F 3.21972 2.30933 -2.36567
24 C 0.92468 2.92393 -1.91752
25 F -0.40326 3.06467 -2.34228
26 F 1.08991 2.23357 -0.70503
27 F 1.38840 4.25571 -1.66392
28 H -1.23714 0.68080 2.39751
29 H -1.68875 -0.50726 3.71128
30 H -0.55461 0.90437 4.09018
31 H 0.52916 -1.57787 3.84422
32 H 1.33718 -0.21674 2.83503
33 H -0.71492 -2.31869 1.49431
34 H 1.11797 -2.41038 1.47749
35 H 1.51478 -0.63282 0.09500
36 H 0.02562 0.36057 0.69669
37 H -1.05912 0.95528 -1.06564
38 H -3.25107 0.26176 -1.23154
39 H -2.25133 -2.58434 -0.26421
40 H -3.95507 -1.95293 -0.46153
41 H -3.36626 -0.00944 0.95103
42 H -3.63932 -1.47934 1.58431
43 C 2.91817 0.29284 5.41735
44 O 2.78389 -1.04489 4.96086
45 H 1.96516 0.80634 5.28615
46 H 3.18734 0.29626 6.47666
47 H 3.68812 0.80605 4.83548
48 H 3.63825 -1.47635 5.08738